1.
101
Properties=species:S:1:pos:R:3:forces:R:3 method="wB97M-V/def2-TZVPD" e_tot_ev=-95781.824 orbital_gap_ev=5.332 lumo_energy_ha=-0.0782 total_charge=0
Pb 0.026 -0.801 -0.332 0.9 0.5 -0.3
C -0.990 0.932 6.073 0.0 -0.1 0.0
C 0.202 1.106 5.384 0.0 0.1 0.1
C 0.452 0.370 4.243 0.0 0.0 -0.2
C -0.487 -0.552 3.787 -0.1 0.2 -0.3
C -1.686 -0.718 4.470 0.1 -0.1 -0.2
C -1.924 0.013 5.620 -0.1 0.0 0.1
P -0.128 -1.510 2.283 0.3 -0.3 0.6
C -0.993 -3.092 2.505 -0.1 0.2 -0.2
C -2.351 -3.087 2.195 0.2 0.1 0.0
C -3.081 -4.257 2.254 -0.1 -0.1 0.0
C -2.459 -5.440 2.622 0.0 0.1 0.0
C -1.113 -5.442 2.954 0.1 -0.1 0.1
C -0.370 -4.276 2.886 0.1 0.1 0.1
C 1.667 -1.811 2.495 -0.2 -0.1 0.0
C 2.108 -2.302 3.704 -0.3 0.1 -0.2
C 3.463 -2.568 3.933 0.3 0.0 -0.1
C 4.391 -2.266 2.977 -0.1 0.0 0.2
C 3.998 -1.667 1.762 -0.3 0.0 -0.1
C 4.958 -1.225 0.827 0.1 0.1 -0.1
C 4.583 -0.619 -0.336 0.1 -0.1 0.1
C 3.218 -0.476 -0.633 -0.3 -0.1 0.1
C 2.260 -0.907 0.240 -0.8 0.0 -0.6
C 2.610 -1.477 1.480 0.3 -0.1 0.1
H -1.194 1.514 6.961 0.0 0.0 0.1
H 0.937 1.813 5.742 0.0 0.1 0.0
H 1.379 0.496 3.701 0.1 0.1 0.0
H -2.421 -1.418 4.101 -0.1 0.0 0.1
H -2.845 -0.146 6.161 -0.1 0.1 0.0
H -2.833 -2.171 1.895 -0.1 0.1 -0.1
H -4.129 -4.235 1.995 -0.1 0.0 -0.1
H -3.020 -6.362 2.637 -0.1 -0.1 0.1
H -0.634 -6.361 3.264 0.0 0.0 0.0
H 0.683 -4.290 3.129 0.0 -0.1 -0.1
H 1.403 -2.474 4.507 -0.1 -0.1 0.0
H 3.762 -2.994 4.878 0.1 0.0 0.1
H 5.441 -2.457 3.148 0.1 0.0 0.0
H 6.005 -1.351 1.060 0.1 -0.1 0.0
H 5.318 -0.259 -1.040 0.1 0.0 0.0
H 2.935 -0.010 -1.565 -0.1 0.1 -0.1
C -2.004 0.193 -5.298 0.2 -0.1 0.0
C -1.918 -0.703 -4.064 -0.1 -0.1 0.4
C -3.029 -0.341 -3.080 0.0 -0.2 0.1
P -0.305 -0.662 -3.090 0.1 0.2 -0.7
C 0.744 -2.011 -3.889 -0.1 0.3 0.5
C 1.031 -1.861 -5.376 -0.2 0.1 0.1
C 2.041 -2.235 -3.133 -0.2 0.0 0.1
C 0.309 1.047 -3.256 -0.3 -0.6 0.7
C 0.554 1.572 -4.523 0.3 0.5 -0.2
C 0.758 2.924 -4.744 0.0 -0.4 -0.1
C 1.085 3.473 -6.095 0.0 0.1 0.0
C 0.642 3.789 -3.654 -0.1 -0.3 0.0
C 0.388 3.311 -2.395 0.0 0.1 0.1
C 0.270 1.924 -2.127 0.5 0.1 -0.7
N 0.294 1.505 -0.849 -0.2 -1.9 0.3
C -0.023 2.334 0.216 -0.3 0.7 1.3
C -1.337 2.806 0.425 0.4 -0.1 0.0
C -2.431 2.542 -0.552 -0.1 -0.1 0.0
C -1.629 3.499 1.588 0.2 0.1 0.0
C -0.652 3.795 2.529 0.1 0.0 -0.1
C -1.010 4.513 3.791 -0.1 -0.1 0.1
C 0.652 3.387 2.280 -0.3 0.1 0.1
C 0.977 2.640 1.163 -0.1 0.1 -0.5
C 2.413 2.262 0.946 0.0 0.0 0.0
H -3.020 0.157 -5.686 -0.1 -0.1 0.0
H -1.336 -0.120 -6.098 0.1 0.0 -0.1
H -1.786 1.230 -5.052 -0.1 0.0 0.0
H -2.046 -1.749 -4.369 0.1 0.1 0.1
H -2.935 0.694 -2.759 0.0 0.1 0.1
H -3.001 -0.981 -2.202 -0.1 0.0 0.1
H -4.009 -0.453 -3.536 -0.1 0.0 -0.1
H 0.098 -2.886 -3.738 0.0 0.1 0.1
H 1.707 -1.030 -5.561 0.0 0.1 -0.1
H 0.121 -1.726 -5.951 -0.1 0.0 -0.2
H 1.523 -2.767 -5.728 0.0 -0.1 0.0
H 2.697 -1.376 -3.237 0.1 0.1 0.0
H 2.553 -3.100 -3.548 0.1 -0.1 -0.1
H 1.860 -2.432 -2.080 0.1 0.0 0.0
H 0.630 0.891 -5.358 -0.1 0.0 -0.1
H 1.121 2.693 -6.850 0.0 -0.1 -0.1
H 2.048 3.981 -6.072 0.1 0.0 -0.1
H 0.335 4.207 -6.383 0.0 0.1 -0.2
H 0.774 4.850 -3.814 0.0 0.1 0.1
H 0.346 3.996 -1.558 0.0 0.0 0.0
H -2.089 1.919 -1.371 -0.1 0.0 0.0
H -2.815 3.477 -0.963 0.0 0.0 -0.1
H -3.246 2.025 -0.055 -0.1 0.0 -0.1
H -2.646 3.824 1.760 -0.1 0.0 0.0
H -1.861 5.169 3.628 0.0 0.1 0.1
H -0.176 5.096 4.177 0.0 0.0 0.0
H -1.288 3.779 4.550 0.0 0.0 0.1
H 1.441 3.669 2.962 0.1 0.0 0.2
H 3.062 3.119 1.129 0.0 0.0 0.0
H 2.576 1.901 -0.065 0.0 0.1 0.0
H 2.707 1.468 1.635 0.1 -0.1 0.0
F -4.681 0.319 -0.414 -0.3 0.6 -0.6
B -4.075 -0.624 0.378 -0.3 0.2 0.1
F -2.661 -0.393 0.362 1.3 0.1 -0.2
F -4.308 -1.888 -0.097 0.0 -1.0 -0.4
F -4.484 -0.503 1.686 -0.2 0.0 0.9
Cl -0.093 -3.364 -0.497 -0.1 0.2 -0.3

2.
102
Properties=species:S:1:pos:R:3:forces:R:3 method="wB97M-V/def2-TZVPD" e_tot_ev=-91496.441 orbital_gap_ev="5.414 / 5.638" lumo_energy_ha="-0.3981 / -0.3908" total_charge=+3
Mo -0.022 -0.526 -0.038 0.6 1.0 0.1
C 2.470 -3.010 -1.433 -0.1 -0.1 -0.2
Si 3.101 -1.803 -0.189 -0.3 0.1 0.0
C 4.778 -1.159 -0.548 0.2 0.1 0.0
C 2.936 -2.411 1.541 0.0 0.0 0.2
N 1.808 -0.422 -0.307 0.1 -0.2 -0.1
P 1.869 1.322 -0.408 0.0 0.1 0.6
C 0.214 1.668 -0.021 0.1 -0.9 -0.7
P -1.024 1.688 -1.244 -0.4 -0.2 0.3
N -1.199 0.015 -1.449 -0.4 0.1 -0.2
Si -2.312 -0.855 -2.693 0.3 0.0 0.3
C -1.111 -1.859 -3.671 0.1 -0.1 -0.1
C -3.513 -1.899 -1.745 -0.1 -0.1 0.1
C -3.194 0.440 -3.667 0.0 0.1 -0.1
C -2.485 2.342 -0.448 0.0 0.0 0.0
C -2.406 3.629 0.093 0.0 -0.1 0.1
C -3.494 4.160 0.766 0.0 0.0 0.0
C -4.654 3.408 0.917 0.0 0.0 0.0
C -4.730 2.125 0.394 0.0 0.0 0.0
C -3.647 1.591 -0.290 -0.1 0.0 -0.1
C -0.770 2.463 -2.821 0.1 0.1 -0.1
C 0.007 1.811 -3.783 -0.1 0.0 0.0
C 0.148 2.359 -5.044 0.0 0.0 0.0
C -0.486 3.559 -5.352 0.0 0.0 0.0
C -1.266 4.205 -4.404 0.0 0.0 0.0
C -1.417 3.661 -3.137 0.1 0.0 0.0
C 2.921 1.920 0.894 0.1 0.0 0.0
C 2.360 2.367 2.093 0.0 0.1 0.0
C 3.186 2.822 3.108 0.0 0.0 0.0
C 4.565 2.834 2.928 0.0 0.0 0.0
C 5.124 2.417 1.725 0.0 0.0 0.0
C 4.306 1.970 0.701 0.0 0.0 0.0
C 2.583 1.771 -1.964 0.0 0.0 -0.2
C 2.920 0.823 -2.930 0.0 0.0 0.0
C 3.515 1.235 -4.111 0.0 0.0 0.0
C 3.755 2.587 -4.330 0.0 0.0 0.0
C 3.399 3.534 -3.377 0.0 0.0 0.0
C 2.817 3.132 -2.187 0.0 0.0 0.0
H 2.923 -3.989 -1.256 0.0 0.0 0.0
H 2.724 -2.723 -2.456 0.0 0.0 0.0
H 1.385 -3.136 -1.369 0.0 0.0 0.0
H 5.403 -2.031 -0.766 0.0 0.0 0.0
H 5.206 -0.652 0.318 0.0 0.0 0.0
H 4.832 -0.496 -1.411 0.0 0.0 0.0
H 3.542 -3.311 1.675 0.0 0.0 0.0
H 1.906 -2.670 1.799 0.0 0.0 0.0
H 3.311 -1.669 2.252 0.0 0.0 0.0
H -0.376 -2.346 -3.025 0.0 0.0 0.0
H -0.581 -1.250 -4.406 0.0 0.0 0.0
H -1.637 -2.645 -4.218 0.0 0.0 0.0
H -3.155 -2.181 -0.757 0.0 0.0 0.0
H -3.705 -2.819 -2.304 0.0 0.0 0.0
H -4.472 -1.389 -1.634 0.0 0.0 0.0
H -2.624 0.754 -4.542 0.0 0.0 0.0
H -3.453 1.330 -3.092 -0.1 0.0 0.0
H -4.133 -0.003 -4.012 0.0 0.0 0.0
H -1.494 4.210 0.008 0.0 0.0 0.0
H -3.438 5.159 1.177 0.0 0.0 0.0
H -5.500 3.826 1.445 0.0 0.0 0.0
H -5.637 1.546 0.508 0.0 0.0 0.0
H -3.723 0.596 -0.711 0.0 0.0 0.1
H 0.481 0.865 -3.556 -0.1 0.0 0.0
H 0.740 1.849 -5.793 0.0 0.0 0.0
H -0.381 3.984 -6.341 0.0 0.0 0.0
H -1.771 5.128 -4.653 0.0 0.0 0.0
H -2.049 4.161 -2.417 0.0 0.0 0.0
H 1.283 2.406 2.200 0.0 0.0 0.0
H 2.756 3.202 4.025 0.0 0.0 0.0
H 5.208 3.197 3.719 0.0 0.0 0.0
H 6.195 2.458 1.581 0.0 0.0 0.0
H 4.741 1.687 -0.249 0.0 0.0 0.0
H 2.712 -0.228 -2.771 0.0 0.0 0.0
H 3.795 0.505 -4.860 0.0 0.0 0.0
H 4.229 2.904 -5.250 0.0 0.0 0.0
H 3.587 4.584 -3.557 0.0 0.0 0.0
H 2.559 3.869 -1.435 0.0 0.0 0.0
N 1.031 0.370 5.266 -0.1 0.0 -0.1
C 0.110 0.281 4.291 0.1 0.0 0.2
C 0.464 -0.091 2.977 0.0 -0.1 -0.1
N -0.471 -0.157 2.042 -0.1 0.1 -0.1
C -1.751 0.117 2.340 0.1 0.0 0.1
C -2.059 0.493 3.634 0.0 0.0 0.1
N -1.153 0.582 4.595 -0.1 0.0 -0.1
H 1.986 0.091 5.130 0.0 0.0 0.0
H 0.718 0.576 6.201 0.0 0.0 0.0
H 1.484 -0.322 2.703 0.0 0.0 0.0
H -2.498 0.032 1.565 0.0 0.0 0.0
H -3.083 0.730 3.898 0.0 0.0 0.0
N -3.881 -9.537 1.444 0.0 0.0 0.0
C -3.421 -8.490 1.342 0.1 0.1 0.0
C -2.847 -7.181 1.200 -0.1 -0.1 0.0
C -1.611 -7.042 0.555 0.0 0.0 0.0
C -1.082 -5.788 0.373 0.0 0.0 0.0
C -1.776 -4.661 0.867 0.0 0.1 0.0
C -3.005 -4.815 1.546 0.0 -0.1 0.0
C -3.539 -6.072 1.700 0.0 0.0 0.0
C -1.259 -3.385 0.672 0.1 0.0 0.0
C -0.805 -2.247 0.467 -0.1 0.1 -0.1
H -1.089 -7.921 0.204 0.0 0.0 0.0
H -0.135 -5.660 -0.135 0.0 0.0 0.0
H -3.521 -3.949 1.935 0.0 0.0 0.0
H -4.483 -6.213 2.207 0.0 0.0 0.0

Going through the records in order, we get energy relative to the best compared isomer or geometry (same formula, charge and spin) values of 135.89; 47.23 kJ/mol.
Going through the records in order, we get molar mass values of 981.3; 874.0 g mol⁻¹.